No. 1
{
  "formula": "C21H29ClN2O2",
  "method": "the ωB97M-V functional and the def2-TZVPD basis",
  "symbols": ["Cl", "O", "O", "N", "N", "C", "C", "C", "C", "C", "C", "C", "C", "C", "C", "C", "C", "C", "C", "C", "C", "C", "C", "C", "C", "C", "H", "H", "H", "H", "H", "H", "H", "H", "H", "H", "H", "H", "H", "H", "H", "H", "H", "H", "H", "H", "H", "H", "H", "H", "H", "H", "H", "H", "H"],
  "coordinates": [[-1.7376, 1.7319, 1.2923], [1.1982, 2.2292, 0.0925], [-1.7561, -2.7787, -1.4233], [1.4075, 0.0616, -0.5228], [-1.0425, -1.4460, 0.2495], [-5.1588, 1.0827, -0.6452], [4.5140, -0.8575, 1.4881], [-4.7069, -0.8818, 0.6465], [-3.1992, 0.9608, 0.7282], [-1.8007, -2.1057, 1.2853], [0.9922, 1.3398, -0.7086], [0.2140, 1.5233, -1.9948], [-3.5394, -0.3211, 1.1510], [5.9919, -1.0337, 1.1521], [1.1892, -0.9172, -1.5602], [-2.6629, -1.1136, 2.0767], [-0.2846, -0.9669, -2.0027], [3.7182, -0.4548, 0.2459], [5.7744, 0.6573, -0.6800], [4.2964, 0.8309, -0.3451], [-1.1144, -1.8211, -1.0429], [6.5611, 0.2525, 0.5623], [2.2378, -0.2809, 0.6115], [-5.5113, -0.1941, -0.2426], [-0.8696, 0.4520, -2.1299], [-4.0021, 1.6627, -0.1580], [0.9101, 1.4631, -2.8353], [-0.2293, 2.5191, -1.9906], [1.8601, -1.2055, 1.0627], [4.1740, 1.6423, 0.3749], [7.6138, 0.1122, 0.3084], [-1.6216, 0.6134, -1.3562], [2.1353, 0.5367, 1.3297], [6.5444, -1.3085, 2.0528], [-4.9816, -1.8779, 0.9600], [-1.3724, 0.5637, -3.0911], [1.4903, -1.8963, -1.1812], [1.8134, -0.6898, -2.4349], [4.4061, -0.0807, 2.2482], [-2.0160, -0.4414, 2.6410], [-6.4111, -0.6535, -0.6219], [-1.1201, -2.6242, 1.9715], [5.8857, -0.1150, -1.4457], [-0.5497, -0.6025, 0.5012], [-0.3262, -1.4790, -2.9679], [6.1058, -1.8455, 0.4295], [-3.2775, -1.6767, 2.7804], [6.4983, 1.0502, 1.3055], [-2.4263, -2.8470, 0.7817], [3.7456, 1.1085, -1.2465], [4.1138, -1.7874, 1.8997], [-3.7143, 2.6563, -0.4655], [-5.7802, 1.6288, -1.3382], [6.1718, 1.5895, -1.0858], [3.8066, -1.2550, -0.4990]],
  "lowdin_charge": [0.77, 0.03, 0.07, -0.07, 0.08, -0.08, -0.17, -0.03, -0.59, -0.16, -0.51, -0.08, -0.25, -0.20, -0.11, -0.15, -0.18, -0.31, -0.20, -0.16, -0.47, -0.21, -0.12, -0.07, -0.12, -0.11, 0.13, 0.12, 0.13, 0.13, 0.11, 0.08, 0.13, 0.11, 0.12, 0.12, 0.14, 0.13, 0.12, 0.08, 0.10, 0.12, 0.11, 0.10, 0.15, 0.11, 0.12, 0.11, 0.12, 0.11, 0.12, 0.11, 0.10, 0.11, 0.14],
  "e_homo_ev": -9.151,
  "smiles": "O=C(NCCc1ccccc1Cl)[C@H]1CCC(=O)N(CC2CCCCC2)C1",
  "energy_ev": -41847.6459
}

***

No. 2
{
  "formula": "C5H11NO",
  "method": "the ωB97M-V functional and the def2-TZVPD basis",
  "symbols": ["O", "N", "C", "C", "C", "C", "C", "H", "H", "H", "H", "H", "H", "H", "H", "H", "H", "H"],
  "coordinates": [[-1.8672, 1.8392, 2.7671], [1.0918, 0.5901, 1.9208], [0.1436, -0.1460, -0.2466], [0.8381, 0.8346, 0.3994], [0.2465, -0.2446, -1.7471], [-0.9602, -0.7881, -2.6765], [1.3994, -0.6380, 2.2314], [-1.1918, 1.7944, 2.0184], [-1.1841, -1.8381, -2.4059], [1.0877, -0.9153, -2.0451], [1.4732, -0.8182, 3.3098], [-0.5636, -0.7753, 0.2424], [-1.3835, 1.3797, 3.4897], [-0.7768, -0.5560, -3.7730], [-1.8712, -0.3053, -2.5035], [1.5277, -1.5886, 1.5009], [1.5308, 1.4651, -0.2567], [0.4597, 0.7103, -2.2256]],
  "lowdin_charge": [-0.11, -0.04, -0.15, -0.12, -0.24, -0.10, -0.08, 0.03, 0.07, 0.11, 0.06, 0.10, 0.03, 0.09, 0.03, 0.12, 0.12, 0.09],
  "e_homo_ev": -9.417,
  "smiles": "C=N/C=C/CC.O",
  "energy_ev": -8898.1165
}

***

No. 3
{
  "formula": "C8H9AsClF6N4O4SSc",
  "method": "the ωB97M-V functional and the def2-TZVPD basis",
  "symbols": ["As", "Sc", "Cl", "S", "F", "F", "F", "F", "F", "F", "O", "O", "O", "O", "N", "N", "N", "N", "C", "C", "C", "C", "C", "C", "C", "C", "H", "H", "H", "H", "H", "H", "H", "H", "H"],
  "coordinates": [[-1.7661, 2.5310, -0.0998], [-0.4368, -0.0984, -0.0642], [-1.1538, -2.7349, -0.0620], [0.4818, 0.3382, -2.6174], [-3.4295, 2.7473, -0.0334], [-1.4887, 3.3841, -1.5243], [-0.0142, 1.9698, -0.1211], [-1.9720, 0.9982, -1.0711], [-1.7856, 1.3151, 1.2174], [-1.3513, 3.7696, 0.9614], [-0.1612, -2.0145, -0.9360], [-1.9326, -1.5507, 0.4483], [-1.9647, -3.5953, -0.8070], [-0.4716, -3.3495, 1.0130], [2.7206, 0.0244, -1.0917], [3.0328, 0.4697, -3.2630], [0.3213, -0.4523, 2.0172], [1.8960, -0.1764, -0.0871], [3.9793, -0.6516, 1.1970], [-0.5183, -0.6079, 3.0352], [2.1042, 0.2882, -2.3274], [1.6383, -0.6824, 2.2099], [1.2479, -1.2501, 4.4992], [2.5123, -0.4841, 1.0491], [-0.0932, -1.0015, 4.2989], [2.1323, -1.0855, 3.4384], [1.6140, -1.5700, 5.4652], [3.1859, -1.2756, 3.5734], [4.0079, 0.4270, -3.0141], [4.3377, -0.0688, 2.0459], [-0.8166, -1.1133, 5.0933], [-1.5638, -0.4215, 2.8321], [4.5144, -0.3578, 0.3039], [4.1928, -1.7039, 1.4064], [2.7692, 0.6685, -4.2140]],
  "lowdin_charge": [0.82, 0.94, 0.77, 0.87, -0.14, -0.15, -0.31, -0.30, -0.25, -0.15, -0.43, -0.37, -0.18, -0.24, 0.09, 0.14, 0.03, -0.02, 0.01, -0.07, -0.80, -0.19, 0.01, -0.16, 0.02, 0.04, 0.13, 0.12, 0.12, 0.11, 0.13, 0.12, 0.08, 0.12, 0.12],
  "spin_multiplicity": 2,
  "e_homo_ev": [-12.972, -12.949],
  "s2": 0.78,
  "total_charge": 1,
  "energy_ev": -143787.5123
}